(1)
Formula: C53H84BrF21GaO18
Source: the Open Molecules 2025 dataset
Level of theory: ωB97M-V/def2-TZVPD

Net charge: -1
2S+1: 1
Kohn-Sham gap: 6.441 eV

CARTESIAN COORDINATES (ANGSTROEM)
C1 0.55 -2.53 5.58
O1 1.10 -1.26 5.82
C2 2.12 -0.95 4.90
C3 2.54 0.52 5.00
C4 1.32 1.45 4.76
C5 0.84 1.25 3.31
C6 0.06 2.42 2.71
C7 -0.52 1.98 1.33
C8 0.50 2.12 0.17
C9 0.70 0.82 -0.65
C10 1.05 -0.44 0.17
Ga1 0.49 -2.18 -0.80
C11 1.89 -2.50 -2.23
C12 1.82 -3.86 -2.95
C13 3.19 -4.19 -3.65
C14 3.48 -3.04 -4.63
C15 4.28 -4.41 -2.58
C16 5.71 -3.93 -2.95
C17 6.01 -2.67 -2.17
C18 5.85 -1.41 -2.60
C19 5.11 -0.38 -1.79
C20 6.44 -0.97 -3.92
C21 0.39 -3.62 0.68
C22 1.25 -4.80 0.45
O2 2.39 -4.87 0.54
Br1 0.24 -6.47 -0.06
O3 -1.23 -1.81 -1.53
C23 -2.30 -2.24 -0.75
C24 -2.42 -1.53 0.60
C25 -3.12 -2.39 1.68
O4 -3.21 -0.34 0.50
H1 0.31 -3.05 6.52
H2 1.22 -3.19 5.02
H3 -0.39 -2.43 5.03
H4 1.79 -1.17 3.87
H5 3.01 -1.57 5.10
H6 3.23 0.68 4.17
H7 2.99 0.71 5.97
H8 1.56 2.49 4.97
H9 0.53 1.07 5.40
H10 1.66 1.01 2.62
H11 0.17 0.38 3.28
H12 0.70 3.28 2.52
H13 -0.79 2.64 3.37
H14 -0.89 0.96 1.46
H15 -1.41 2.59 1.13
H16 0.10 2.87 -0.51
H17 1.45 2.46 0.58
H18 1.55 0.99 -1.32
H19 -0.15 0.60 -1.30
H20 2.14 -0.51 0.26
H21 0.67 -0.42 1.20
H22 1.72 -1.73 -2.99
H23 2.87 -2.28 -1.79
H24 1.09 -3.85 -3.77
H25 1.55 -4.70 -2.30
H26 3.03 -5.13 -4.19
H27 2.54 -2.84 -5.16
H28 3.80 -2.13 -4.14
H29 4.21 -3.34 -5.40
H30 4.35 -5.49 -2.43
H31 4.03 -4.00 -1.60
H32 5.89 -3.85 -4.02
H33 6.40 -4.70 -2.59
H34 6.42 -2.80 -1.17
H35 4.07 -0.42 -2.12
H36 5.47 0.64 -2.00
H37 5.16 -0.58 -0.72
H38 7.42 -0.51 -3.77
H39 5.79 -0.21 -4.38
H40 6.50 -1.81 -4.62
H41 0.69 -3.18 1.63
H42 -0.63 -3.99 0.84
H43 -3.22 -2.00 -1.30
H44 -2.32 -3.34 -0.62
H45 -1.46 -1.23 1.03
H46 -2.73 -2.06 2.64
H47 -2.93 -3.45 1.51
H48 -4.18 -2.18 1.70
H49 -2.83 0.20 -0.20
C26 8.53 -7.17 -7.53
C27 9.23 -5.84 -7.71
O5 8.31 -4.83 -8.18
C28 7.54 -4.27 -7.25
O6 7.55 -4.53 -6.08
C29 6.66 -3.19 -7.88
F1 6.09 -3.61 -9.03
F2 7.38 -2.09 -8.18
F3 5.67 -2.81 -7.07
H50 8.03 -7.47 -8.46
H51 9.25 -7.94 -7.26
H52 7.76 -7.12 -6.76
H53 10.00 -5.92 -8.47
H54 9.71 -5.51 -6.79
C30 -6.54 -0.11 0.13
C31 -5.96 1.14 0.76
O7 -6.77 2.30 0.45
C32 -7.85 2.48 1.18
O8 -8.23 1.77 2.07
C33 -8.56 3.77 0.75
F4 -8.65 3.88 -0.58
F5 -7.89 4.85 1.20
F6 -9.80 3.84 1.25
H55 -6.66 0.04 -0.95
H56 -5.88 -0.96 0.30
H57 -7.53 -0.33 0.53
H58 -4.97 1.33 0.36
H59 -5.85 1.03 1.84
C34 -8.16 0.70 5.43
C35 -7.38 1.94 5.80
O9 -6.46 1.66 6.88
C36 -5.31 1.09 6.54
O10 -4.98 0.79 5.43
C37 -4.43 0.91 7.78
F7 -5.13 0.40 8.81
F8 -3.91 2.08 8.17
F9 -3.41 0.08 7.54
H60 -8.66 0.28 6.30
H61 -8.91 0.94 4.67
H62 -7.51 -0.08 5.04
H63 -8.06 2.70 6.17
H64 -6.85 2.35 4.95
C38 -11.90 6.43 5.10
C39 -11.09 7.03 6.24
O11 -11.29 6.28 7.45
C40 -10.57 5.17 7.57
O12 -9.79 4.75 6.77
C41 -10.85 4.51 8.93
F10 -12.17 4.47 9.21
F11 -10.25 5.19 9.92
F12 -10.39 3.26 8.97
H65 -12.95 6.36 5.37
H66 -11.81 7.05 4.21
H67 -11.56 5.43 4.86
H68 -11.44 8.04 6.45
H69 -10.03 7.08 5.99
C42 -14.66 1.09 9.03
C43 -14.94 0.33 7.75
O13 -13.80 0.34 6.88
C44 -12.85 -0.56 7.15
O14 -12.88 -1.35 8.04
C45 -11.73 -0.45 6.12
F13 -11.37 0.82 5.88
F14 -12.10 -0.98 4.94
F15 -10.63 -1.10 6.51
H70 -14.32 2.10 8.80
H71 -15.56 1.15 9.64
H72 -13.87 0.60 9.61
H73 -15.74 0.82 7.19
H74 -15.26 -0.69 7.95
C46 10.03 -0.98 -7.48
C47 10.83 0.25 -7.11
O15 11.78 -0.05 -6.06
C48 12.91 -0.62 -6.44
O16 13.21 -0.92 -7.56
C49 13.82 -0.83 -5.22
F16 13.14 -1.33 -4.18
F17 14.36 0.34 -4.83
F18 14.82 -1.67 -5.50
H75 9.54 -1.40 -6.60
H76 9.26 -0.73 -8.22
H77 10.67 -1.76 -7.90
H78 10.17 1.02 -6.72
H79 11.34 0.67 -7.98
C50 10.61 6.35 -7.50
C51 9.12 6.11 -7.45
O17 8.69 5.25 -8.53
C52 8.87 3.95 -8.35
O18 9.35 3.44 -7.38
C53 8.33 3.18 -9.56
F19 8.72 3.73 -10.72
F20 6.99 3.16 -9.55
F21 8.76 1.91 -9.55
H80 10.90 6.74 -8.47
H81 10.91 7.06 -6.72
H82 11.16 5.42 -7.35
H83 8.58 7.05 -7.58
H84 8.81 5.69 -6.49

---

(2)
Formula: C15H17Cl2N3O3S
Source: the Open Molecules 2025 dataset
Level of theory: ωB97M-V/def2-TZVPD

Relative energy (zero: lowest compared OMol25 entry of this formula, charge and spin): 0.0 kcal per mole
SMILES: CCOC(=O)c1ccc(NC(=S)NNC(=O)[C@]2(C)CC2(Cl)Cl)cc1
2S+1: 1
Kohn-Sham gap: 8.756 eV

CARTESIAN COORDINATES (ANGSTROEM)
C1 7.68 0.98 0.61
C2 6.54 1.66 -0.12
O1 5.41 0.79 -0.11
C3 4.29 1.27 -0.66
O2 4.21 2.37 -1.15
C4 3.17 0.31 -0.60
C5 1.94 0.69 -1.13
C6 0.86 -0.17 -1.10
C7 0.99 -1.44 -0.53
N1 -0.05 -2.37 -0.48
C8 -1.39 -2.19 -0.45
S1 -2.39 -3.51 -0.60
N2 -1.90 -0.94 -0.33
N3 -3.27 -0.79 -0.19
C9 -3.72 0.25 0.54
O3 -2.95 1.07 1.00
C10 -5.22 0.36 0.70
C11 -5.60 0.90 2.06
C12 -6.17 -0.59 0.00
C13 -5.99 0.80 -0.52
Cl1 -7.30 1.96 -0.36
Cl2 -5.13 1.02 -2.04
C14 2.24 -1.83 -0.02
C15 3.31 -0.97 -0.05
H1 7.93 0.04 0.12
H2 7.40 0.78 1.64
H3 8.55 1.63 0.60
H4 6.80 1.88 -1.16
H5 6.26 2.61 0.36
H6 1.85 1.66 -1.58
H7 -0.07 0.12 -1.56
H8 0.23 -3.34 -0.43
H9 -1.39 -0.18 0.12
H10 -3.76 -1.66 -0.38
H11 -5.40 0.15 2.82
H12 -6.65 1.18 2.09
H13 -4.99 1.78 2.28
H14 -7.10 -0.80 0.51
H15 -5.81 -1.40 -0.61
H16 2.35 -2.82 0.40
H17 4.26 -1.27 0.35

---

(3)
Formula: CrH50O25
Source: the Open Molecules 2025 dataset
Level of theory: ωB97M-V/def2-TZVPD

Net charge: +3
Relative energy (zero: lowest compared OMol25 entry of this formula, charge and spin): 0.0 kcal per mole
2S+1: 4
Kohn-Sham gap (spin up / spin down): 9.964 / 10.530 eV

CARTESIAN COORDINATES (ANGSTROEM)
Cr1 8.74 8.65 11.36
O1 9.48 12.55 5.56
H1 9.99 13.05 4.90
H2 8.61 12.94 5.42
O2 8.21 10.08 10.10
H3 8.15 11.03 10.40
H4 7.98 9.93 9.15
O3 4.75 13.87 14.43
H5 4.69 14.81 14.46
H6 4.05 13.60 15.03
O4 8.97 10.63 14.81
H7 9.78 10.55 15.38
H8 8.81 11.58 14.75
O5 7.49 10.33 7.34
H9 6.53 10.19 7.20
H10 7.88 9.64 6.81
O6 8.42 7.95 6.12
H11 9.36 7.94 6.38
H12 8.41 7.90 5.17
O7 11.31 15.12 7.46
H13 10.96 15.55 6.66
H14 11.77 15.80 7.96
O8 9.42 5.20 8.65
H15 9.49 4.27 8.85
H16 8.92 5.17 7.84
O9 11.18 8.72 8.38
H17 11.28 9.58 7.93
H18 11.99 8.35 8.71
O10 9.37 7.04 12.64
H19 10.14 6.41 12.36
H20 8.65 6.61 13.14
O11 7.83 9.51 12.78
H21 7.00 10.07 12.65
H22 8.35 9.89 13.55
O12 8.41 13.38 14.39
H23 7.75 14.01 14.02
H24 8.83 13.91 15.08
O13 8.23 12.64 10.88
H25 9.06 12.99 10.46
H26 8.08 12.99 11.77
O14 10.50 13.25 9.44
H27 11.24 13.50 10.01
H28 10.59 13.90 8.67
O15 5.96 7.25 8.85
H29 5.11 6.80 8.71
H30 6.41 7.13 8.02
O16 10.91 11.14 7.47
H31 10.96 11.91 8.02
H32 10.30 11.48 6.78
O17 12.28 9.78 13.62
H33 12.26 10.60 14.07
H34 12.94 9.21 14.04
O18 11.15 10.14 16.71
H35 11.54 10.87 17.22
H36 11.51 9.37 17.15
O19 6.72 6.10 13.65
H37 6.43 6.80 14.26
H38 6.41 5.30 14.11
O20 9.51 7.53 9.93
H39 10.10 8.03 9.29
H40 9.62 6.58 9.76
O21 5.35 12.42 10.53
H41 6.05 13.10 10.50
H42 4.50 12.85 10.44
O22 6.23 11.45 12.84
H43 5.95 11.90 13.65
H44 5.67 11.78 12.16
O23 11.79 6.14 11.83
H45 12.30 5.47 11.35
H46 12.46 6.86 12.04
O24 7.09 7.63 11.03
H47 6.77 7.00 11.72
H48 6.73 7.28 10.15
O25 10.61 9.58 11.56
H49 10.80 10.35 10.99
H50 11.12 9.62 12.35

---

(4)
Formula: C23H29NO2
Source: the Open Molecules 2025 dataset
Level of theory: ωB97M-V/def2-TZVPD

Relative energy (zero: lowest compared OMol25 entry of this formula, charge and spin): 49.5 kcal per mole
SMILES: COc1ccccc1/C=C/CN1CCC(CO)(Cc2ccccc2)CC1
2S+1: 1
Kohn-Sham gap: 8.848 eV

CARTESIAN COORDINATES (ANGSTROEM)
C1 4.01 -1.03 -3.45
O1 2.64 -1.30 -3.31
C2 2.16 -2.52 -3.66
C3 2.97 -3.54 -4.15
C4 2.45 -4.77 -4.49
C5 1.10 -5.02 -4.35
C6 0.28 -4.01 -3.86
C7 0.77 -2.75 -3.52
C8 -0.19 -1.77 -3.03
C9 0.00 -0.49 -2.72
C10 -1.09 0.42 -2.26
N1 -0.68 1.17 -1.09
C11 -0.49 0.30 0.06
C12 0.14 1.09 1.21
C13 -0.71 2.30 1.63
C14 0.10 3.20 2.58
O2 1.22 3.82 1.98
C15 -2.01 1.87 2.36
C16 -1.78 1.13 3.64
C17 -1.64 -0.25 3.66
C18 -1.42 -0.93 4.84
C19 -1.35 -0.24 6.04
C20 -1.52 1.14 6.04
C21 -1.73 1.81 4.85
C22 -1.06 3.10 0.36
C23 -1.61 2.23 -0.76
H1 4.62 -1.70 -2.82
H2 4.14 0.00 -3.11
H3 4.34 -1.11 -4.49
H4 4.03 -3.38 -4.27
H5 3.11 -5.54 -4.87
H6 0.68 -5.98 -4.61
H7 -0.78 -4.20 -3.75
H8 -1.20 -2.17 -2.94
H9 0.97 -0.03 -2.79
H10 -2.02 -0.16 -2.08
H11 -1.30 1.14 -3.06
H12 0.19 -0.50 -0.24
H13 -1.44 -0.16 0.38
H14 0.31 0.43 2.06
H15 1.11 1.45 0.85
H16 -0.52 4.03 2.91
H17 0.41 2.62 3.46
H18 1.83 3.13 1.69
H19 -2.60 1.25 1.69
H20 -2.59 2.78 2.56
H21 -1.71 -0.80 2.73
H22 -1.31 -2.00 4.83
H23 -1.18 -0.77 6.96
H24 -1.48 1.68 6.97
H25 -1.87 2.89 4.87
H26 -0.14 3.58 0.01
H27 -1.78 3.88 0.60
H28 -1.75 2.85 -1.65
H29 -2.61 1.83 -0.48